# 1
Density functional theory data (ωB97M-V/def2-TZVPD) for a structure of composition C32H35BrNNiO3PS4.

## Properties
HOMO (alpha / beta) (eV): -1.11 / -1.16

Geometry as ORCA input:
```
! wB97M-V def2-TZVPD RIJCOSX def2/J DEFGRID3
* xyz -2 3
Ni 0.602 1.096 -0.464
O 4.807 6.581 -0.574
C 4.052 5.619 -0.622
S 2.298 5.738 -0.633
C 1.942 4.017 -0.753
C 2.990 3.186 -0.793
S 2.920 1.458 -0.981
S 4.578 3.945 -0.689
S 0.273 3.504 -0.841
C -4.133 1.977 -1.576
C -2.621 1.901 -1.757
C -2.240 1.500 -3.188
P -1.704 0.824 -0.564
C -2.701 0.893 0.997
C -2.514 2.287 1.616
C -2.238 -0.197 1.975
C -1.882 -0.878 -1.127
C -3.095 -1.545 -1.312
C -3.177 -2.862 -1.736
C -4.502 -3.554 -1.959
C -1.959 -3.517 -1.971
C -0.738 -2.901 -1.794
C -0.640 -1.535 -1.373
N 0.535 -0.868 -1.252
C 1.737 -1.622 -1.318
C 2.120 -2.464 -0.262
C 1.217 -2.646 0.930
C 3.352 -3.109 -0.321
C 4.212 -2.960 -1.403
C 5.581 -3.599 -1.400
C 3.795 -2.160 -2.456
C 2.572 -1.492 -2.434
C 2.153 -0.632 -3.599
H -4.556 2.628 -2.350
H -4.413 2.391 -0.603
H -4.609 0.995 -1.678
H -2.193 2.891 -1.581
H -2.651 0.519 -3.443
H -1.152 1.447 -3.307
H -2.623 2.238 -3.902
H -3.752 0.730 0.742
H -1.452 2.492 1.759
H -3.014 2.343 2.588
H -2.911 3.084 0.976
H -1.173 -0.081 2.190
H -2.396 -1.199 1.568
H -2.788 -0.109 2.921
H -4.023 -1.020 -1.091
H -5.325 -2.946 -1.576
H -4.545 -4.525 -1.454
H -4.698 -3.736 -3.022
H -1.979 -4.554 -2.305
H 0.181 -3.447 -1.982
H 0.793 -1.689 1.231
H 1.770 -3.059 1.774
H 0.378 -3.312 0.695
H 3.658 -3.725 0.523
H 5.555 -4.599 -0.959
H 6.287 -3.002 -0.814
H 5.982 -3.681 -2.414
H 4.449 -2.029 -3.318
H 3.017 -0.363 -4.211
H 1.684 0.284 -3.251
H 1.426 -1.159 -4.230
Br 1.271 -1.452 5.183
C 0.738 0.371 5.040
C 0.117 0.909 6.163
C -0.313 2.228 6.153
C -0.126 3.002 5.013
C 0.477 2.442 3.895
C 0.922 1.117 3.878
C 1.567 0.624 2.576
O 2.622 0.007 2.643
O 0.869 0.969 1.560
H -0.024 0.292 7.040
H -0.798 2.643 7.031
H -0.461 4.034 4.990
H 0.617 3.026 2.989
*
```

Löwdin atomic charge list, values in e, 5 entries: atom 1 (Ni): 0.177, atom 2 (O): -0.144, atom 3 (C): -1.077, atom 4 (S): 0.896, atom 5 (C): -1.174


# 2
Density functional theory data (ωB97M-V/def2-TZVPD) for a structure of composition C32H35Cl5CoFN2O3Sb.

## Properties
HOMO (alpha / beta) (eV): -1.05 / -0.89
Relative energy (zero: lowest compared OMol25 entry of this formula, charge and spin) (eV): 1.028

Geometry as ORCA input:
```
! wB97M-V def2-TZVPD RIJCOSX def2/J DEFGRID3
* xyz -2 2
Co 0.032 -0.307 1.668
O 0.152 -0.226 3.696
C 1.136 -0.423 4.504
C 0.933 -0.240 5.879
C 1.928 -0.488 6.816
C 3.166 -0.959 6.402
C 3.423 -1.136 5.060
C 2.448 -0.851 4.072
C 2.753 -0.918 2.694
N 1.972 -0.558 1.650
C 2.728 -0.643 0.526
C 3.975 -1.079 0.833
N 3.992 -1.273 2.199
H -0.041 0.104 6.197
H 1.736 -0.317 7.868
H 3.940 -1.176 7.130
H 4.409 -1.474 4.760
H 2.311 -0.391 -0.433
H 4.843 -1.247 0.227
H 4.776 -1.548 2.758
C 2.038 -1.820 -3.755
C 0.609 -1.451 -4.117
C 0.510 -0.934 -5.541
Sb -0.246 -0.185 -2.426
C 0.244 1.926 -3.107
C 0.038 2.343 -4.549
C 1.687 2.166 -2.699
C -2.406 -0.444 -3.038
C -2.640 -1.849 -3.559
C -2.974 0.613 -3.963
H 2.435 -2.594 -4.420
H 2.073 -2.198 -2.735
H 2.694 -0.952 -3.823
H 0.008 -2.360 -4.035
H 1.280 -0.190 -5.734
H -0.462 -0.482 -5.725
H 0.644 -1.744 -6.267
H -0.399 2.542 -2.474
H 0.697 1.792 -5.217
H 0.266 3.408 -4.657
H -0.988 2.198 -4.868
H 2.368 1.538 -3.276
H 1.827 1.951 -1.643
H 1.971 3.206 -2.869
H -2.920 -0.360 -2.080
H -2.218 -1.977 -4.556
H -3.711 -2.064 -3.612
H -2.185 -2.572 -2.884
H -2.454 0.629 -4.918
H -2.883 1.587 -3.491
H -4.033 0.419 -4.159
F -6.102 -0.563 1.711
C -4.723 -0.550 1.697
C -4.049 -1.383 0.832
C -2.664 -1.327 0.809
C -1.916 -0.459 1.620
C -2.664 0.337 2.498
C -4.049 0.307 2.541
H -4.595 -2.064 0.193
H -2.165 -1.969 0.097
H -2.151 1.023 3.158
H -4.602 0.949 3.213
Cl 2.242 2.097 2.806
C 0.960 2.652 1.783
C 0.044 1.770 1.216
C -0.943 2.426 0.450
Cl -2.057 1.518 -0.510
C -1.077 3.825 0.359
Cl -2.447 4.526 -0.430
C -0.134 4.642 0.937
Cl -0.284 6.361 0.849
C 0.932 4.058 1.608
Cl 2.194 5.073 2.210
C -0.336 -3.163 3.111
O -0.029 -3.223 1.739
C 0.079 -2.083 0.990
O 0.308 -2.283 -0.194
H -0.905 -4.067 3.343
H -0.933 -2.278 3.350
H 0.582 -3.144 3.707
*
```

Löwdin atomic charge list, values in e, 5 entries: atom 1 (Co): 0.315, atom 2 (O): -0.124, atom 3 (C): -0.398, atom 4 (C): -0.025, atom 5 (C): -0.125


# 3
Density functional theory data (ωB97M-V/def2-TZVPD) for a structure of composition C32H35IrNO2S3Sb.

## Properties
HOMO (alpha / beta) (eV): -13.44 / -13.51
Relative energy (zero: lowest compared OMol25 entry of this formula, charge and spin) (eV): 3.197

Geometry as ORCA input:
```
! wB97M-V def2-TZVPD RIJCOSX def2/J DEFGRID3
* xyz 2 1
Ir 0.734 -0.219 -0.949
O 0.068 -2.416 -0.537
S -0.081 -3.558 0.446
C -1.760 -3.318 1.191
C -1.938 -1.998 1.933
C -3.339 -1.401 1.750
C -3.478 -0.577 0.480
S -2.455 0.969 0.376
O -1.025 0.488 0.251
C -2.564 1.478 2.106
C -1.443 1.447 2.914
C -1.565 1.826 4.240
C -2.794 2.238 4.731
C -3.907 2.277 3.906
C -3.796 1.902 2.577
C 0.855 -3.160 1.944
C 1.200 -1.864 2.289
C 1.847 -1.636 3.494
C 2.153 -2.700 4.332
C 1.843 -3.998 3.956
C 1.193 -4.232 2.755
H -1.912 -4.177 1.841
H -2.433 -3.389 0.338
H -1.208 -1.275 1.573
H -1.742 -2.145 2.997
H -3.576 -0.781 2.616
H -4.082 -2.200 1.715
H -4.504 -0.234 0.355
H -3.190 -1.148 -0.403
H -0.494 1.134 2.504
H -0.699 1.803 4.880
H -2.882 2.545 5.761
H -4.862 2.600 4.288
H -4.654 1.934 1.923
H 0.971 -1.040 1.618
H 2.117 -0.629 3.773
H 2.637 -2.516 5.278
H 2.107 -4.826 4.594
H 0.949 -5.239 2.450
S 2.551 4.086 -1.716
C 1.142 4.095 -2.725
C 0.722 5.082 -3.605
C -0.446 4.875 -4.308
C -1.186 3.703 -4.136
C -0.772 2.714 -3.265
C 0.408 2.901 -2.545
N 0.981 2.038 -1.653
C 2.096 2.507 -1.148
C 2.941 1.723 -0.283
C 4.063 2.283 0.335
C 4.920 1.493 1.075
C 4.676 0.130 1.184
C 3.546 -0.428 0.599
C 2.649 0.349 -0.123
H 1.291 5.989 -3.731
H -0.794 5.630 -4.995
H -2.101 3.580 -4.694
H -1.339 1.802 -3.123
H 4.246 3.341 0.226
H 5.784 1.925 1.556
H 5.356 -0.512 1.725
H 3.374 -1.488 0.728
C -1.598 -1.641 -4.174
Sb 0.376 -1.158 -3.453
C 1.414 -2.973 -3.927
C 1.019 0.097 -5.071
H -1.483 -2.024 -5.184
H -2.226 -0.756 -4.195
H -2.055 -2.402 -3.550
H 1.188 -3.228 -4.958
H 1.092 -3.775 -3.270
H 2.483 -2.822 -3.817
H 0.892 -0.457 -5.994
H 2.065 0.354 -4.954
H 0.432 1.008 -5.117
*
```

Löwdin atomic charge list, values in e, 5 entries: atom 1 (Ir): 1.007, atom 2 (O): -0.704, atom 3 (S): 1.064, atom 4 (C): -0.275, atom 5 (C): -0.228


# 4
Density functional theory data (ωB97M-V/def2-TZVPD) for a structure of composition C32H35MoN7O3S6.

## Properties
HOMO (alpha / beta) (eV): -12.08 / -12.53

Geometry as ORCA input:
```
! wB97M-V def2-TZVPD RIJCOSX def2/J DEFGRID3
* xyz 2 1
Mo -0.241 -1.032 -0.545
C -0.589 2.010 3.647
C -0.293 3.164 2.702
S 0.210 2.674 1.003
C -0.913 3.737 0.033
C -2.371 3.325 0.125
S -2.613 1.514 -0.107
C -3.722 1.145 1.297
C -3.154 1.389 2.682
S -1.518 0.606 2.936
H -1.153 2.372 4.508
H 0.326 1.546 4.005
H 0.522 3.757 3.118
H -1.156 3.815 2.585
H -0.554 3.661 -0.991
H -0.782 4.766 0.370
H -2.951 3.829 -0.648
H -2.791 3.576 1.095
H -3.957 0.091 1.162
H -4.631 1.734 1.164
H -3.843 0.988 3.428
H -3.022 2.450 2.879
S 2.623 -3.858 1.414
C 2.536 -2.497 2.508
C 3.065 -2.381 3.786
C 2.962 -1.157 4.421
C 2.347 -0.073 3.792
C 1.768 -0.202 2.545
C 1.844 -1.431 1.896
N 1.360 -1.718 0.637
C 1.747 -2.936 0.248
C 1.460 -3.308 -1.100
C 1.804 -4.486 -1.725
C 1.468 -4.682 -3.090
C 0.807 -3.743 -3.796
C 0.441 -2.421 -3.198
C 0.716 -2.288 -1.741
H 3.571 -3.213 4.251
H 3.377 -1.035 5.409
H 2.357 0.887 4.286
H 1.294 0.619 2.029
H 2.313 -5.271 -1.185
H 1.750 -5.606 -3.570
H 0.594 -3.865 -4.846
H 1.040 -1.670 -3.755
C -3.748 -4.026 2.945
N -3.080 -3.125 2.039
C -3.705 -2.652 0.827
C -2.578 -1.855 0.215
O -2.578 -1.176 -0.807
N -1.480 -1.977 0.994
C -1.797 -2.748 2.056
N -0.930 -3.067 3.007
H -4.822 -3.884 2.849
H -3.470 -3.823 3.979
H -3.520 -5.064 2.702
H -4.602 -2.061 1.031
H -3.981 -3.464 0.146
H -0.010 -2.648 3.001
H -1.208 -3.622 3.799
N -7.779 -3.023 -3.579
C -6.438 -3.055 -3.433
C -5.844 -3.920 -2.496
C -4.479 -3.931 -2.333
C -3.676 -3.082 -3.086
C -4.236 -2.252 -4.042
C -5.605 -2.214 -4.191
S -1.945 -3.391 -2.860
O -1.558 -4.484 -3.681
O -1.682 -3.541 -1.442
N -0.976 -2.045 -3.445
C -1.176 -0.722 -3.143
S -2.195 0.280 -4.128
C -1.439 1.686 -3.478
C -0.502 1.338 -2.570
N -0.389 -0.005 -2.338
H -8.340 -3.736 -3.145
H -8.185 -2.519 -4.348
H -6.469 -4.593 -1.929
H -3.998 -4.628 -1.664
H -3.606 -1.659 -4.682
H -6.052 -1.553 -4.917
H -1.732 2.658 -3.821
H 0.178 1.994 -2.051
*
```

Löwdin atomic charge list, values in e, 5 entries: atom 1 (Mo): 1.565, atom 2 (C): -0.505, atom 3 (C): -0.472, atom 4 (S): 0.810, atom 5 (C): -0.518


# 5
Density functional theory data (ωB97M-V/def2-TZVPD) for a structure of composition C32H35N3O2OsSSi.

## Properties
HOMO (alpha / beta) (eV): -7.61 / -7.64

Geometry as ORCA input:
```
! wB97M-V def2-TZVPD RIJCOSX def2/J DEFGRID3
* xyz 0 1
Os 0.036 0.280 0.457
N 0.984 2.816 3.849
C 0.829 1.830 2.939
S -0.568 1.950 1.909
N 1.678 0.873 2.880
N 1.432 -0.040 1.852
C 2.263 -1.024 1.897
C 2.299 -2.186 1.053
C 3.242 -3.188 1.318
C 3.273 -4.342 0.567
C 2.344 -4.509 -0.467
C 1.431 -3.518 -0.757
C 1.414 -2.343 -0.006
O 0.545 -1.390 -0.341
H 0.259 3.499 3.964
H 1.711 2.737 4.537
H 3.001 -0.960 2.688
H 3.944 -3.043 2.131
H 4.003 -5.111 0.776
H 2.336 -5.426 -1.041
H 0.706 -3.622 -1.554
C -5.904 0.959 2.181
C -5.040 1.498 1.240
C -3.770 0.959 1.078
C -3.340 -0.122 1.847
C -4.232 -0.664 2.777
C -5.501 -0.131 2.944
Si -1.625 -0.874 1.746
C -1.781 -2.649 1.142
C -1.131 -3.684 1.816
C -1.231 -5.000 1.379
C -1.981 -5.301 0.252
C -2.634 -4.284 -0.434
C -2.532 -2.973 0.008
H -6.888 1.387 2.323
H -5.352 2.341 0.635
H -3.102 1.397 0.343
H -3.926 -1.513 3.380
H -6.177 -0.562 3.672
H -1.217 -1.039 3.174
H -0.538 -3.459 2.697
H -0.725 -5.790 1.922
H -2.058 -6.325 -0.092
H -3.225 -4.516 -1.312
H -3.050 -2.189 -0.536
C 2.045 -0.648 -3.122
C 3.031 0.449 -2.712
C 3.690 0.176 -1.359
C 2.366 1.812 -2.796
C 2.809 2.653 -3.811
C 2.233 3.886 -4.051
C 1.168 4.272 -3.263
C 0.686 3.477 -2.226
C -0.460 4.057 -1.415
C 0.072 4.553 -0.066
C -1.667 3.127 -1.287
C 1.308 2.242 -1.964
O 0.914 1.468 -0.909
H 2.540 -1.622 -3.142
H 1.645 -0.443 -4.117
H 1.211 -0.707 -2.430
H 3.827 0.450 -3.460
H 2.962 0.224 -0.556
H 4.466 0.916 -1.151
H 4.148 -0.816 -1.352
H 3.631 2.314 -4.432
H 2.601 4.525 -4.843
H 0.684 5.225 -3.444
H -0.809 4.932 -1.966
H 0.629 3.768 0.440
H -0.742 4.873 0.590
H 0.746 5.398 -0.220
H -1.437 2.231 -0.715
H -2.016 2.816 -2.273
H -2.487 3.642 -0.780
*
```

Löwdin atomic charge list, values in e, 5 entries: atom 1 (Os): 1.229, atom 2 (N): 0.097, atom 3 (C): -0.792, atom 4 (S): 0.667, atom 5 (N): 0.020


# 6
Density functional theory data (ωB97M-V/def2-TZVPD) for a structure of composition C32H36AsF6InN2O7P2S3Se.

## Properties
HOMO (alpha / beta) (eV): -11.61 / -11.68
Relative energy (zero: lowest compared OMol25 entry of this formula, charge and spin) (eV): 0.001

Geometry as ORCA input:
```
! wB97M-V def2-TZVPD RIJCOSX def2/J DEFGRID3
* xyz 1 2
In -0.595 0.862 0.140
O 3.690 0.727 1.437
S 2.298 0.671 1.773
O 1.828 -0.611 2.283
O 1.465 1.138 0.620
C 2.036 1.830 3.111
C 3.195 2.220 3.765
C 3.141 3.029 4.892
C 1.919 3.450 5.381
C 0.751 3.074 4.731
C 0.798 2.274 3.599
S -0.781 2.020 2.817
O -0.797 2.892 1.633
O -1.790 2.241 3.802
O -0.785 0.618 2.272
H 4.145 1.880 3.379
H 4.059 3.323 5.383
H 1.863 4.073 6.263
H -0.212 3.399 5.098
F -3.736 1.287 -1.272
P -4.188 0.407 -0.009
F -3.676 1.584 0.964
F -2.485 -0.168 0.052
F -5.668 0.932 -0.051
F -4.440 -0.521 1.266
F -4.454 -0.835 -0.969
O -0.092 -0.381 -1.498
P 0.516 -1.361 -2.484
C -0.730 -2.523 -3.017
C -0.520 -3.324 -4.141
C -1.498 -4.221 -4.534
C -2.687 -4.309 -3.818
C -2.903 -3.501 -2.712
C -1.923 -2.606 -2.305
C 1.884 -2.245 -1.740
C 1.948 -3.636 -1.705
C 3.002 -4.257 -1.050
C 3.979 -3.494 -0.426
C 3.915 -2.106 -0.455
C 2.874 -1.480 -1.119
C 1.128 -0.498 -3.925
C 0.286 0.438 -4.527
C 0.703 1.102 -5.667
C 1.952 0.831 -6.211
C 2.789 -0.102 -5.617
C 2.379 -0.769 -4.472
H 0.397 -3.238 -4.712
H -1.340 -4.844 -5.404
H -3.453 -5.004 -4.136
H -3.837 -3.551 -2.169
H -2.100 -1.961 -1.455
H 1.176 -4.231 -2.174
H 3.058 -5.338 -1.027
H 4.799 -3.984 0.084
H 4.665 -1.504 0.041
H 2.825 -0.397 -1.138
H -0.689 0.646 -4.101
H 0.053 1.830 -6.134
H 2.274 1.350 -7.104
H 3.761 -0.309 -6.043
H 3.035 -1.493 -4.004
C -2.592 -1.593 3.168
N -1.341 -2.110 3.729
C -1.122 -2.321 5.061
C 0.139 -2.809 5.191
N 0.664 -2.907 3.933
C 2.016 -3.364 3.619
C -0.242 -2.463 3.043
Se 0.050 -2.351 1.206
H -3.421 -2.092 3.662
H -2.622 -1.806 2.106
H -2.645 -0.519 3.317
H -1.876 -2.115 5.800
H 0.695 -3.096 6.065
H 2.368 -3.965 4.453
H 2.660 -2.504 3.456
H 1.986 -3.966 2.715
C -3.079 4.318 0.200
As -1.522 4.412 -0.906
C -2.054 5.334 -2.504
C -0.179 5.505 -0.083
S -0.738 2.559 -1.655
H -3.443 5.336 0.338
H -2.821 3.867 1.153
H -3.823 3.709 -0.308
H -2.396 6.336 -2.246
H -2.860 4.776 -2.975
H -1.205 5.394 -3.180
H -0.632 6.449 0.217
H 0.608 5.683 -0.814
H 0.216 4.979 0.780
*
```

Löwdin atomic charge list, values in e, 5 entries: atom 1 (In): 0.490, atom 2 (O): -0.267, atom 3 (S): 0.524, atom 4 (O): -0.390, atom 5 (O): -0.369


Number 1: maximum force 1.0 eV/Å, energy -7537.502699 a.u.. Number 2: maximum force 2.6 eV/Å, energy -5599.425187 a.u.. Number 3: maximum force 3.1 eV/Å, energy -2984.143761 a.u.. Number 4: maximum force 1.7 eV/Å, energy -4306.191883 a.u.. Number 5: maximum force 2.5 eV/Å, energy -2333.481172 a.u.. Number 6: maximum force 0.6 eV/Å, energy -9181.184059 a.u..